{
  "formula": "C49H144N4O23",
  "method": "the ωB97M-V functional and the def2-TZVPD basis",
  "elements": ["C", "O", "N", "N", "H", "H", "H", "H", "C", "O", "N", "N", "H", "H", "H", "H", "C", "C", "C", "O", "H", "H", "H", "H", "H", "H", "H", "H", "C", "C", "C", "O", "H", "H", "H", "H", "H", "H", "H", "H", "C", "C", "C", "O", "H", "H", "H", "H", "H", "H", "H", "H", "C", "C", "C", "O", "H", "H", "H", "H", "H", "H", "H", "H", "C", "C", "C", "O", "H", "H", "H", "H", "H", "H", "H", "H", "C", "C", "C", "O", "H", "H", "H", "H", "H", "H", "H", "H", "C", "C", "C", "O", "H", "H", "H", "H", "H", "H", "H", "H", "C", "C", "C", "O", "H", "H", "H", "H", "H", "H", "H", "H", "C", "C", "C", "O", "H", "H", "H", "H", "H", "H", "H", "H", "C", "C", "C", "O", "H", "H", "H", "H", "H", "H", "H", "H", "C", "C", "C", "O", "H", "H", "H", "H", "H", "H", "H", "H", "C", "C", "C", "O", "H", "H", "H", "H", "H", "H", "H", "H", "C", "C", "C", "O", "H", "H", "H", "H", "H", "H", "H", "H", "C", "O", "H", "H", "H", "H", "C", "O", "H", "H", "H", "H", "C", "O", "H", "H", "H", "H", "C", "O", "H", "H", "H", "H", "C", "O", "H", "H", "H", "H", "C", "O", "H", "H", "H", "H", "C", "O", "H", "H", "H", "H", "C", "O", "H", "H", "H", "H"],
  "xyz": [[7.645, 19.142, 18.641], [6.680, 19.568, 19.263], [8.601, 19.938, 18.128], [7.813, 17.787, 18.473], [9.056, 19.706, 17.278], [8.531, 20.912, 18.398], [8.507, 17.488, 17.785], [7.006, 17.221, 18.567], [12.671, 12.096, 21.439], [13.051, 11.820, 22.578], [13.006, 13.296, 20.848], [11.789, 11.272, 20.716], [12.313, 13.833, 20.382], [13.387, 13.868, 21.560], [11.692, 10.326, 21.060], [11.661, 11.403, 19.733], [9.141, 10.148, 14.305], [10.644, 10.376, 14.315], [10.853, 11.866, 14.507], [11.354, 9.690, 15.328], [8.936, 9.088, 14.007], [8.618, 10.859, 13.618], [8.804, 10.398, 15.344], [11.124, 10.091, 13.321], [10.383, 12.466, 13.621], [11.862, 12.048, 14.593], [10.415, 12.205, 15.463], [11.204, 8.727, 15.129], [17.693, 17.110, 20.792], [19.054, 16.672, 20.503], [19.423, 15.370, 21.204], [19.275, 16.458, 19.093], [17.325, 16.814, 21.747], [17.038, 16.610, 20.107], [17.685, 18.214, 20.720], [19.797, 17.440, 20.820], [18.765, 14.589, 20.978], [19.364, 15.499, 22.283], [20.499, 15.127, 20.987], [18.513, 15.942, 18.863], [10.069, 18.223, 22.036], [10.367, 17.346, 20.822], [11.429, 17.997, 19.904], [10.848, 16.025, 21.174], [9.282, 17.730, 22.635], [9.694, 19.220, 21.746], [10.941, 18.359, 22.618], [9.437, 17.151, 20.330], [11.659, 17.347, 19.085], [12.331, 18.288, 20.476], [10.998, 18.926, 19.530], [10.169, 15.578, 21.721], [15.467, 21.660, 21.316], [16.516, 22.006, 20.280], [17.862, 21.432, 20.743], [16.237, 21.443, 18.968], [15.245, 20.524, 21.311], [14.517, 22.159, 21.086], [15.711, 22.001, 22.332], [16.498, 23.093, 20.099], [18.509, 22.232, 21.187], [18.342, 20.963, 19.851], [17.700, 20.729, 21.553], [15.485, 21.950, 18.637], [16.566, 16.072, 9.032], [15.957, 15.490, 10.282], [15.164, 14.208, 9.994], [17.077, 15.137, 11.181], [16.975, 17.055, 9.253], [15.749, 16.187, 8.329], [17.313, 15.397, 8.611], [15.357, 16.200, 10.822], [14.861, 13.680, 10.951], [15.780, 13.610, 9.332], [14.257, 14.383, 9.409], [16.636, 14.908, 12.002], [16.152, 24.155, 14.378], [16.760, 22.758, 14.286], [17.394, 22.315, 15.597], [16.000, 21.731, 13.753], [16.121, 24.559, 13.366], [16.855, 24.751, 14.927], [15.179, 24.245, 14.835], [17.544, 22.833, 13.530], [18.100, 23.064, 16.026], [17.952, 21.369, 15.389], [16.659, 22.164, 16.356], [15.250, 21.565, 14.297], [24.148, 13.651, 17.545], [23.321, 12.973, 16.436], [23.093, 13.945, 15.277], [24.195, 11.809, 16.054], [24.427, 12.957, 18.377], [23.608, 14.525, 17.900], [25.122, 13.930, 17.130], [22.376, 12.703, 16.892], [22.423, 13.397, 14.625], [24.066, 14.180, 14.726], [22.491, 14.845, 15.533], [23.855, 11.369, 15.291], [18.446, 19.456, 17.612], [19.879, 19.257, 17.204], [20.884, 19.329, 18.319], [20.118, 17.983, 16.626], [18.302, 20.447, 18.017], [18.217, 18.656, 18.351], [17.763, 19.375, 16.790], [20.089, 19.966, 16.389], [20.758, 20.244, 18.862], [21.910, 19.297, 18.011], [20.722, 18.487, 18.977], [19.895, 17.366, 17.302], [14.899, 11.697, 13.811], [16.382, 11.588, 13.714], [16.735, 10.855, 12.358], [16.925, 12.964, 13.732], [14.568, 12.468, 14.507], [14.565, 10.732, 14.216], [14.555, 11.841, 12.778], [16.831, 11.150, 14.599], [16.450, 11.529, 11.573], [16.193, 9.924, 12.220], [17.795, 10.715, 12.250], [17.816, 12.996, 13.269], [15.809, 16.586, 16.489], [15.020, 17.314, 17.529], [14.025, 18.232, 16.885], [14.248, 16.314, 18.328], [16.495, 15.819, 16.948], [16.519, 17.308, 16.095], [15.274, 16.085, 15.760], [15.669, 17.852, 18.224], [13.326, 18.529, 17.691], [13.461, 17.832, 16.009], [14.598, 19.086, 16.519], [14.915, 15.637, 18.619], [15.858, 11.987, 19.188], [16.727, 13.141, 18.824], [16.996, 13.247, 17.274], [16.248, 14.459, 19.176], [16.105, 11.062, 18.715], [14.832, 12.113, 18.861], [15.866, 11.643, 20.254], [17.676, 13.004, 19.293], [17.352, 12.314, 16.895], [17.730, 14.016, 17.106], [16.068, 13.441, 16.677], [15.916, 14.555, 20.078], [12.949, 13.512, 16.769], [11.735, 14.434, 16.509], [10.565, 14.264, 17.451], [12.219, 15.786, 16.439], [13.651, 13.674, 15.944], [12.692, 12.449, 16.803], [13.345, 13.796, 17.694], [11.427, 14.137, 15.519], [10.156, 13.266, 17.565], [9.745, 14.892, 17.115], [10.783, 14.649, 18.458], [12.801, 15.856, 17.167], [19.639, 15.864, 14.669], [20.071, 16.257, 13.223], [20.678, 17.655, 13.103], [21.108, 15.255, 12.815], [20.520, 16.150, 15.298], [19.370, 14.853, 14.650], [18.830, 16.451, 15.067], [19.259, 16.245, 12.480], [20.597, 17.849, 12.022], [21.678, 17.880, 13.387], [19.953, 18.421, 13.476], [21.540, 15.626, 12.058], [12.567, 21.922, 13.769], [13.277, 21.247, 14.793], [11.602, 21.411, 13.594], [12.417, 22.970, 13.984], [13.123, 21.861, 12.788], [13.203, 20.298, 14.592], [13.092, 18.855, 12.120], [12.721, 18.488, 13.432], [13.457, 17.957, 11.605], [12.198, 19.154, 11.598], [13.896, 19.593, 12.169], [13.495, 18.181, 13.901], [9.692, 17.420, 14.920], [9.719, 17.202, 16.304], [10.662, 17.733, 14.500], [9.337, 16.521, 14.415], [8.911, 18.053, 14.615], [10.575, 16.737, 16.526], [20.665, 11.945, 12.954], [19.508, 12.823, 12.863], [20.564, 11.290, 13.809], [20.812, 11.429, 12.016], [21.515, 12.546, 13.116], [19.680, 13.664, 12.407], [14.278, 16.846, 21.369], [14.858, 15.606, 21.807], [13.566, 17.194, 22.100], [15.031, 17.523, 21.159], [13.729, 16.491, 20.462], [14.926, 15.586, 22.767], [13.737, 14.728, 13.070], [15.070, 14.895, 13.490], [13.052, 14.497, 13.881], [13.397, 15.702, 12.727], [13.591, 14.043, 12.218], [15.613, 14.106, 13.626], [12.323, 22.351, 17.871], [13.701, 22.395, 17.666], [11.904, 21.406, 18.240], [12.154, 23.184, 18.585], [11.781, 22.713, 16.964], [13.847, 21.919, 16.860], [16.674, 18.062, 13.129], [15.387, 17.495, 13.496], [17.563, 17.633, 13.689], [16.774, 17.991, 12.034], [16.545, 19.160, 13.343], [15.461, 16.583, 13.633]],
  "lowdin_charge": [-0.691, 0.009, 0.164, 0.155, 0.079, 0.112, 0.060, 0.092, -0.629, 0.015, 0.168, 0.145, 0.067, 0.060, 0.097, 0.072, -0.073, -0.539, -0.073, -0.059, 0.086, 0.088, 0.096, 0.151, 0.134, 0.018, 0.076, 0.116, -0.058, -0.477, -0.038, -0.059, 0.076, 0.060, 0.093, 0.145, 0.047, 0.081, 0.103, 0.060, -0.046, -0.457, -0.039, -0.084, 0.086, 0.091, 0.056, 0.098, 0.051, 0.074, 0.064, 0.100, -0.076, -0.466, -0.047, -0.084, 0.106, 0.068, 0.081, 0.139, 0.091, 0.057, 0.059, 0.041, -0.052, -0.452, -0.048, -0.075, 0.077, 0.079, 0.088, 0.109, 0.060, 0.078, 0.082, 0.032, -0.039, -0.514, -0.044, -0.036, 0.078, 0.068, 0.071, 0.134, 0.096, 0.083, 0.052, 0.031, -0.077, -0.431, -0.060, -0.068, 0.087, 0.072, 0.077, 0.123, 0.028, 0.117, 0.081, 0.051, -0.049, -0.470, -0.037, -0.070, 0.047, 0.082, 0.063, 0.139, 0.072, 0.078, 0.061, 0.033, -0.061, -0.404, -0.018, -0.117, 0.054, 0.100, 0.087, 0.125, 0.065, 0.081, 0.058, 0.069, -0.033, -0.400, -0.033, -0.119, 0.076, 0.076, 0.046, 0.133, 0.088, 0.080, 0.085, 0.060, -0.058, -0.416, -0.023, -0.091, 0.069, 0.060, 0.101, 0.116, 0.062, 0.060, 0.085, 0.072, -0.027, -0.446, -0.032, -0.052, 0.060, 0.087, 0.042, 0.093, 0.076, 0.068, 0.080, 0.017, -0.032, -0.400, -0.054, -0.078, 0.079, 0.045, 0.047, 0.113, 0.077, 0.071, 0.090, 0.070, -0.139, -0.153, 0.090, 0.077, 0.092, 0.061, -0.140, -0.153, 0.067, 0.083, 0.082, 0.027, -0.141, -0.173, 0.074, 0.078, 0.060, 0.062, -0.080, -0.158, 0.088, 0.080, 0.032, 0.072, -0.115, -0.143, 0.080, 0.039, 0.072, 0.091, -0.116, -0.150, 0.066, 0.081, 0.071, 0.032, -0.163, -0.126, 0.074, 0.089, 0.085, 0.034, -0.076, -0.153, 0.077, 0.074, 0.082, -0.019],
  "molar_mass_g_mol": 1157.7,
  "homo_ev": -9.397,
  "total_energy_ev": -106198.7422
}